1.
Entry from OMol25: the molecule C5H10NO2P (ωB97M-V with the def2-TZVPD basis set).

Values from the calculation:
SMILES string: CO[P@]1(=O)C=CCN1C
Total charge: 0
Energy relative to the best compared isomer or geometry (same formula, charge and spin): 0.7344 eV
Highest occupied orbital energy: -9.44 eV
M: 147.1 g mol⁻¹
Multiplicity: 1

Element x y z (Å)
1 C -1.5652 1.5278 0.4303
2 C -0.3167 1.8870 0.0001
3 C -1.9706 0.1012 0.0804
4 C -0.8592 -1.9307 -0.5585
5 C 2.8268 0.1179 0.6468
6 N -0.9650 -0.5411 -0.6592
7 O 1.2496 0.4725 -1.8878
8 O 1.4936 -0.1983 0.6067
9 P 0.4607 0.4583 -0.6745
10 H -2.2360 2.2989 0.8421
11 H 0.1841 2.7486 0.1646
12 H -2.2652 -0.5907 0.9945
13 H -2.9388 0.1730 -0.4878
14 H -0.3004 -2.3540 -1.3093
15 H -0.4778 -2.1400 0.4823
16 H -1.9284 -2.3541 -0.6496
17 H 3.0007 0.9284 1.5255
18 H 3.1552 0.2396 -0.3680
19 H 3.4528 -0.8443 0.8214

Forces on atoms 1 to 3 (eV/Å):
1.7 0.7 -0.9
-3.1 -3.6 0.5
-2.7 -0.3 1.9


2.
Entry from OMol25: a cluster of 3 separate species, C4H5NO2 in total (ωB97M-V with the def2-TZVPD basis set).

Values from the calculation:
SMILES string: O=C=O.C#N.C=C
Total charge: 0
Energy relative to the best compared isomer or geometry (same formula, charge and spin): 1.7812 eV
Highest occupied orbital energy: -10.13 eV
M: 99.1 g mol⁻¹
Multiplicity: 1

Element x y z (Å)
1 C -4.9316 2.8256 -1.1854
2 C -3.2741 -0.2664 1.3759
3 C 1.5583 -1.3247 -0.2300
4 C 1.2989 -0.5699 0.8326
5 N -5.4672 1.8214 -1.1521
6 O -2.7622 0.5905 0.8614
7 O -3.7145 -1.1134 1.9919
8 H -4.5053 3.7734 -1.2061
9 H 0.9465 -1.3675 -1.0542
10 H 2.4009 -1.8884 -0.4389
11 H 0.3115 -0.0551 0.9282
12 H 2.0256 -0.4065 1.4902

Forces on atoms 1 to 3 (eV/Å):
-0.3 -0.3 0.0
-0.4 -1.1 1.3
-0.5 1.2 1.3


3.
Entry from OMol25: the molecule C7H6BF3O2 (ωB97M-V with the def2-TZVPD basis set).

Values from the calculation:
SMILES string: OB(O)c1ccc(C(F)(F)F)cc1
Total charge: 0
Energy relative to the best compared isomer or geometry (same formula, charge and spin): 0.0358 eV
Highest occupied orbital energy: -9.88 eV
M: 189.9 g mol⁻¹
Multiplicity: 1

Element x y z (Å)
1 F -3.3940 -1.9538 0.3080
2 F -3.1464 -1.2596 -1.7795
3 F -3.6452 0.2076 -0.1800
4 O 3.7553 0.2992 0.1517
5 O 2.3883 2.2017 0.8566
6 B 2.4729 0.9185 0.3232
7 C 0.4058 -0.1723 1.1346
8 C 0.5801 0.0638 -1.2116
9 C -0.8981 -0.6552 1.0053
10 C -0.7384 -0.3590 -1.3665
11 C 1.1553 0.2188 0.0488
12 C -1.4713 -0.7500 -0.2576
13 C -2.9743 -0.9825 -0.4498
14 H 4.5219 0.8387 0.5342
15 H 1.5616 2.5130 1.2412
16 H 0.9005 -0.1616 2.1311
17 H 1.1486 0.4461 -2.0416
18 H -1.4902 -0.9067 1.8958
19 H -1.1326 -0.5068 -2.3440

Forces on atoms 1 to 3 (eV/Å):
-1.2 -0.5 0.3
-1.1 -0.1 1.1
0.2 -1.8 -0.2


Question: Among the records above, which one has the lowest highest occupied orbital energy?
Answer: C4H5NO2